The following is a DFT calculation (ωB97M-V/def2-TZVPD) of a molecular structure, C23H14BrIIrO7S2.

Each line ends with the Löwdin spin population.
CARTESIAN COORDINATES (ANGSTROEM)
1 Ir 7.943 14.677 7.507  2.538
2 I 8.146 16.420 9.625  0.266
3 C 7.081 17.824 8.409  0.000
4 C 7.295 19.175 8.645  0.033
5 C 6.708 20.137 7.845  -0.006
6 C 5.854 19.771 6.842  0.030
7 C 5.805 18.342 6.473  0.000
8 C 4.997 17.912 5.383  0.079
9 C 4.765 16.606 5.219  0.007
10 C 5.444 15.636 5.966  0.139
11 C 6.397 15.942 6.967  0.166
12 C 6.436 17.443 7.272  0.033
13 H 7.786 19.576 9.569  0.004
14 H 6.837 21.173 8.033  -0.001
15 H 5.092 20.326 6.266  0.001
16 H 4.447 18.566 4.757  0.005
17 H 4.103 16.323 4.406  -0.001
18 H 5.173 14.692 5.465  0.008
19 O 8.403 12.160 9.603  0.029
20 S 7.010 12.053 9.357  0.018
21 O 6.093 12.169 10.437  0.006
22 O 6.652 12.886 8.116  0.134
23 C 6.669 10.384 8.682  0.003
24 C 5.492 9.852 9.175  0.002
25 C 4.982 8.624 8.794  0.000
26 C 5.624 7.922 7.796  0.001
27 C 6.829 8.398 7.297  0.000
28 C 7.352 9.647 7.702  0.003
29 S 8.816 10.229 6.948  0.018
30 O 9.358 9.288 6.037  0.002
31 O 9.886 10.217 8.219  0.174
32 O 8.525 11.576 6.530  0.035
33 H 4.994 10.420 9.928  0.000
34 H 4.053 8.233 9.225  0.000
35 H 5.178 6.961 7.474  0.000
36 H 7.352 7.879 6.554  0.000
37 O 11.151 11.714 9.362  0.253
38 C 10.456 11.468 8.459  0.491
39 Br 13.748 15.735 4.460  0.016
40 C 12.304 15.485 5.648  0.050
41 C 11.877 16.402 6.533  0.002
42 C 10.648 16.220 7.261  0.092
43 C 9.878 15.086 7.094  0.215
44 C 10.400 14.120 6.225  0.127
45 C 11.569 14.302 5.488  0.001
46 H 12.390 17.382 6.599  0.000
47 H 10.260 17.077 7.813  0.006
48 H 9.761 13.251 5.960  0.023
49 H 11.807 13.598 4.696  -0.001

Output
Lowest unoccupied orbital energy (spin up / spin down) = -0.34 / -2.79 eV
Orbital gap (spin up / spin down) = 0.281 / 0.226 Ha
HOMO (spin up / spin down) = -7.98 / -8.93 eV
Multiplicity = 6
Max |F| = 5.4 eV/Å
Calculated total energy = -5183.65299 a.u.

The following is a DFT calculation (ωB97M-V/def2-TZVPD) of a molecular structure, C23H14CaN3O4Se.

Each line ends with the Löwdin charge.
CARTESIAN COORDINATES (ANGSTROEM)
1 Ca 1.473 0.462 0.765  1.366
2 O 3.633 3.820 0.108  0.031
3 C 3.467 2.691 0.548  -0.647
4 O 2.579 2.270 1.373  -0.222
5 C 4.398 1.569 0.077  -0.179
6 C 5.736 1.721 -0.244  -0.002
7 C 6.477 0.573 -0.508  -0.055
8 C 5.876 -0.678 -0.441  -0.002
9 C 4.526 -0.732 -0.131  -0.175
10 N 3.827 0.369 0.087  0.046
11 C 3.702 -1.994 0.126  -0.618
12 O 4.061 -3.060 -0.359  0.033
13 O 2.724 -1.751 0.913  -0.347
14 H 6.167 2.712 -0.259  0.114
15 H 7.532 0.653 -0.741  0.101
16 H 6.415 -1.599 -0.615  0.113
17 C -4.752 0.752 0.758  -0.109
18 C -3.744 -0.102 1.257  -0.101
19 C -2.429 0.204 1.044  -0.067
20 C -2.016 1.364 0.337  -0.224
21 C -0.619 1.645 0.144  -0.187
22 C -0.354 2.864 -0.454  -0.174
23 C -1.359 3.755 -0.905  -0.109
24 C -2.679 3.445 -0.758  -0.076
25 C -3.044 2.235 -0.118  -0.191
26 C -4.404 1.894 0.094  -0.062
27 H -5.796 0.509 0.919  0.089
28 H -4.014 -0.995 1.807  0.091
29 H -1.654 -0.438 1.450  0.069
30 H 0.675 3.188 -0.600  0.067
31 H -1.071 4.691 -1.373  0.091
32 H -3.458 4.118 -1.103  0.096
33 H -5.170 2.570 -0.273  0.099
34 Se 0.601 -2.570 1.712  1.175
35 N 0.244 -2.151 0.003  -0.188
36 C -0.986 -2.554 -0.242  -0.397
37 C -1.640 -2.399 -1.507  -0.017
38 C -2.902 -2.861 -1.649  -0.078
39 C -3.597 -3.502 -0.567  -0.087
40 C -3.025 -3.660 0.648  -0.042
41 C -1.694 -3.169 0.856  -0.421
42 N -1.037 -3.220 1.994  -0.227
43 H -1.108 -1.907 -2.310  0.115
44 H -3.414 -2.746 -2.596  0.099
45 H -4.606 -3.853 -0.738  0.098
46 H -3.541 -4.132 1.473  0.109

Output
Lowest unoccupied orbital energy = 1.57 eV
Orbital gap = 0.240 Ha
HOMO = -4.96 eV
Max |F| = 0.7 eV/Å
Total charge = -1
Calculated total energy = -4429.32462 a.u.

The following is a DFT calculation (ωB97M-V/def2-TZVPD) of a molecular structure, C23H14Cl5N4RuS3.

Each line ends with the Löwdin spin population.
CARTESIAN COORDINATES (ANGSTROEM)
1 Ru 0.595 -0.202 -0.371  2.457
2 C 3.782 -0.809 4.047  0.015
3 S 4.282 -1.835 2.635  0.053
4 C 3.056 -1.383 1.448  0.152
5 S 2.681 0.278 1.186  0.435
6 N 2.562 -2.361 0.732  0.190
7 N 1.633 -2.099 -0.150  0.344
8 C 1.228 -3.192 -0.878  0.382
9 C 0.173 -3.095 -1.777  0.071
10 C -0.286 -4.212 -2.526  0.124
11 C -1.382 -4.073 -3.333  0.014
12 C -2.028 -2.831 -3.410  0.166
13 C -1.510 -1.774 -2.675  0.013
14 N -0.450 -1.882 -1.895  0.243
15 H 4.573 -0.891 4.789  0.000
16 H 2.845 -1.181 4.455  0.002
17 H 3.677 0.223 3.728  0.005
18 H 1.743 -4.133 -0.717  0.016
19 H 0.240 -5.154 -2.436  0.004
20 H -1.752 -4.914 -3.906  -0.003
21 H -2.905 -2.694 -4.026  0.010
22 H -1.970 -0.791 -2.714  -0.002
23 S -1.940 -0.589 3.352  0.012
24 C -1.959 -2.086 2.517  -0.007
25 C -1.250 -2.037 1.360  0.007
26 C -0.683 -0.757 1.093  -0.014
27 C -0.982 0.135 2.101  0.036
28 C -0.592 1.530 2.109  0.007
29 C -1.040 2.461 3.054  0.008
30 C -0.655 3.779 2.934  -0.003
31 C 0.172 4.153 1.880  0.009
32 C 0.579 3.175 0.993  0.007
33 N 0.213 1.904 1.106  0.111
34 H -2.488 -2.924 2.943  0.000
35 H -1.140 -2.888 0.701  0.002
36 H -1.697 2.134 3.849  0.001
37 H -1.000 4.517 3.646  0.000
38 H 0.489 5.178 1.747  0.001
39 H 1.226 3.416 0.154  0.001
40 Cl -2.945 1.491 -0.385  0.007
41 C -1.679 1.958 -1.460  0.021
42 C -0.503 1.221 -1.475  0.040
43 C 0.448 1.620 -2.401  0.019
44 Cl 1.898 0.637 -2.357  0.034
45 C 0.318 2.689 -3.269  -0.003
46 Cl 1.571 3.093 -4.375  -0.001
47 C -0.866 3.423 -3.209  0.013
48 Cl -1.090 4.762 -4.259  0.005
49 C -1.865 3.054 -2.305  -0.001
50 Cl -3.327 3.957 -2.248  0.000

Output
Lowest unoccupied orbital energy (spin up / spin down) = 0.31 / -2.67 eV
Orbital gap (spin up / spin down) = 0.247 / 0.196 Ha
HOMO (spin up / spin down) = -6.41 / -8.00 eV
Multiplicity = 6
Max |F| = 1.7 eV/Å
Calculated total energy = -4694.15964 a.u.

The following is a DFT calculation (ωB97M-V/def2-TZVPD) of a molecular structure, C23H15BF5IrNO6Se.

Each line ends with the Löwdin spin population.
CARTESIAN COORDINATES (ANGSTROEM)
1 Ir -2.441 1.254 0.695  0.476
2 O -4.255 7.285 3.343  0.001
3 C -3.318 7.196 2.548  0.000
4 O -2.568 8.009 1.985  0.000
5 C -2.992 5.715 2.151  0.004
6 C -1.956 5.439 1.264  -0.001
7 C -1.682 4.139 0.910  0.004
8 N -2.413 3.130 1.415  0.021
9 C -3.413 3.375 2.300  0.004
10 C -3.726 4.651 2.682  0.002
11 C -4.093 2.138 2.794  0.004
12 O -4.894 2.086 3.670  0.010
13 O -3.674 0.996 2.168  0.032
14 H -1.395 6.276 0.869  0.000
15 H -0.889 3.865 0.225  0.000
16 H -4.522 4.853 3.388  0.000
17 C 5.077 -1.855 -0.362  0.000
18 C 4.271 -2.983 0.282  0.000
19 C 4.253 -4.176 -0.685  0.000
20 C 4.971 -3.392 1.586  0.000
21 C 2.834 -2.561 0.590  0.002
22 C 1.964 -3.487 1.180  0.003
23 C 0.642 -3.198 1.492  0.001
24 C 0.207 -1.930 1.184  0.003
25 O -1.051 -1.371 1.355  0.012
26 B -0.915 -0.111 0.830  0.038
27 O 0.351 0.176 0.380  0.019
28 C 1.050 -1.008 0.601  0.003
29 C 2.364 -1.281 0.295  0.001
30 H 6.091 -2.204 -0.560  0.000
31 H 5.149 -0.984 0.292  0.000
32 H 4.644 -1.540 -1.314  0.000
33 H 5.275 -4.459 -0.948  0.000
34 H 3.723 -3.922 -1.605  0.000
35 H 3.767 -5.047 -0.244  0.000
36 H 6.013 -3.652 1.386  0.000
37 H 4.493 -4.258 2.046  0.000
38 H 4.956 -2.574 2.308  0.000
39 H 2.331 -4.480 1.404  0.000
40 H -0.012 -3.927 1.950  0.000
41 H 2.986 -0.522 -0.155  0.000
42 F -1.230 -1.478 -6.146  0.008
43 C -1.713 -0.979 -5.023  0.024
44 C -2.785 -0.104 -5.059  -0.004
45 F -3.319 0.244 -6.221  -0.003
46 C -3.293 0.395 -3.874  0.021
47 F -4.320 1.236 -3.930  0.006
48 C -2.767 0.029 -2.640  0.032
49 Se -3.742 0.546 -1.072  0.257
50 C -1.672 -0.831 -2.636  0.022
51 F -1.106 -1.222 -1.501  0.006
52 C -1.146 -1.334 -3.809  -0.004
53 F -0.110 -2.163 -3.780  -0.003

Output
Lowest unoccupied orbital energy (spin up / spin down) = -2.97 / -3.91 eV
Orbital gap (spin up / spin down) = 0.199 / 0.164 Ha
HOMO (spin up / spin down) = -8.39 / -8.38 eV
Multiplicity = 2
Max |F| = 1.3 eV/Å
Calculated total energy = -4421.58329 a.u.